Computed, not measured: a molecular structure, C69H47BiF3N7O4PSb in a non-equilibrium geometry, with wB97M-V/def2-TZVPD.

Structure (XYZ):
```
133
Properties=species:S:1:pos:R:3:forces:R:3
Bi 0.8208 -0.2623 0.8282 0.2 0.6 -0.1
C -12.5331 -3.8486 2.9167 -0.2 -0.2 -0.2
O -11.6923 -3.0552 3.7330 0.1 0.2 0.3
C -10.4455 -2.7822 3.3382 0.6 0.1 -0.1
C -9.6708 -2.0092 4.2205 -0.3 -0.1 0.0
C -8.3663 -1.7019 3.9299 0.2 -0.2 -0.4
C -7.7685 -2.1486 2.7374 -0.9 -0.2 0.1
C -8.5573 -2.8856 1.8449 0.5 0.3 0.3
C -9.8665 -3.1998 2.1337 -0.5 -0.1 0.2
C -6.3913 -1.8819 2.4192 0.7 0.1 -0.3
N -5.7730 -2.1883 1.2873 -0.6 -0.2 -0.1
C -4.5027 -1.7536 1.4137 0.2 0.6 1.4
C -4.3213 -1.1559 2.6769 0.1 -0.5 -1.2
N -5.5294 -1.2593 3.2912 -0.3 0.0 0.0
C -3.1053 -0.5802 3.0890 0.6 0.1 -0.2
C -2.8699 -0.0071 4.3503 0.3 0.0 -0.2
C -1.6383 0.5380 4.6225 -0.2 -0.1 -0.1
C -0.6575 0.5187 3.6306 -0.1 0.1 0.2
N -0.8651 -0.0065 2.4429 -0.2 -0.1 0.0
C -2.0394 -0.5819 2.1428 -0.8 0.2 0.8
C -2.1952 -1.2068 0.8636 -0.8 -0.5 -0.5
N -1.1440 -1.2221 0.0182 -0.2 -0.1 0.0
C -1.2293 -1.8277 -1.1542 0.0 0.0 -0.1
C -2.3867 -2.4716 -1.5775 -0.3 0.0 0.2
C -3.4929 -2.4642 -0.7534 0.3 0.1 -0.1
C -3.4211 -1.8230 0.4898 0.5 0.3 0.2
H -13.4692 -3.9453 3.4638 0.1 0.0 -0.1
H -12.1044 -4.8410 2.7539 0.0 0.0 0.0
H -12.7231 -3.3641 1.9554 0.0 0.0 0.0
H -10.1326 -1.6690 5.1340 0.0 0.0 0.1
H -7.8162 -1.0984 4.6377 0.0 0.0 0.1
H -8.1123 -3.2130 0.9191 0.0 -0.1 -0.1
H -10.4420 -3.7724 1.4245 0.0 -0.1 -0.1
H -5.7611 -0.9487 4.2191 0.0 0.0 0.0
H -3.6503 -0.0086 5.0953 0.0 0.0 0.1
H -1.4228 0.9684 5.5859 0.1 0.1 0.1
H 0.3210 0.9372 3.8022 0.1 0.1 0.1
H -0.3441 -1.8039 -1.7757 0.0 0.0 -0.1
H -2.3997 -2.9654 -2.5349 0.0 0.0 -0.1
H -4.4182 -2.9410 -1.0347 -0.1 -0.1 -0.1
O -0.0687 -2.6640 2.6083 0.2 0.0 -0.1
C 0.8163 -2.3963 1.8346 -0.3 0.4 0.0
C 1.8676 -3.3523 1.4625 0.6 -0.8 0.0
C 2.0192 -4.4765 2.2858 -0.1 0.1 0.0
C 3.0214 -5.3981 2.0577 0.0 0.1 0.0
C 3.9068 -5.2063 1.0059 0.0 0.1 -0.1
C 3.7528 -4.1173 0.1651 0.0 0.0 0.1
C 2.7352 -3.1899 0.3739 -0.2 0.1 0.1
P 2.5360 -1.8259 -0.8296 0.6 -1.0 -0.3
C 4.2904 -1.3712 -1.0364 -0.3 0.2 -0.1
C 4.9841 -1.5069 -2.2312 -0.1 -0.1 0.1
C 6.3214 -1.1550 -2.2827 0.1 0.0 0.0
C 6.9612 -0.6713 -1.1528 0.1 0.0 0.0
C 6.2648 -0.5252 0.0391 0.0 0.0 0.1
C 4.9253 -0.8566 0.0921 -0.1 -0.1 -0.2
C 2.0473 -2.6885 -2.3623 -0.1 0.3 0.3
C 1.9672 -1.9285 -3.5294 0.0 0.0 0.1
C 1.5301 -2.4988 -4.7091 0.0 0.0 -0.1
C 1.1509 -3.8322 -4.7292 -0.1 0.0 0.1
C 1.2073 -4.5828 -3.5661 -0.1 -0.1 0.0
C 1.6386 -4.0181 -2.3779 0.1 0.1 0.1
H 1.3361 -4.5960 3.1139 -0.1 0.0 0.1
H 3.1199 -6.2600 2.6986 0.0 -0.1 0.1
H 4.7091 -5.9073 0.8309 0.0 -0.1 0.0
H 4.4322 -3.9796 -0.6647 0.0 0.0 0.0
H 4.4947 -1.8987 -3.1105 0.0 -0.1 -0.1
H 6.8637 -1.2755 -3.2071 0.1 0.0 -0.1
H 8.0049 -0.4046 -1.1978 0.1 0.0 0.0
H 6.7639 -0.1494 0.9201 0.1 0.1 0.1
H 4.3576 -0.7379 1.0074 0.1 0.0 0.0
H 2.2584 -0.8864 -3.5205 0.0 0.1 0.0
H 1.4878 -1.8979 -5.6035 0.0 0.1 -0.1
H 0.7919 -4.2866 -5.6392 0.0 0.0 -0.1
H 0.9156 -5.6207 -3.5824 -0.1 -0.1 0.0
H 1.6628 -4.6076 -1.4719 0.0 -0.1 0.0
O 6.4972 3.4571 3.8086 0.6 -0.2 0.0
N 5.5483 4.2032 3.8140 -0.4 0.1 0.0
O 5.5405 5.3488 4.1815 0.3 0.4 0.2
C 4.2808 3.6822 3.3023 -0.9 0.4 -0.5
C 3.4137 4.5975 2.7959 0.6 -0.2 0.3
C 2.1843 4.1922 2.2163 -0.3 -0.6 -0.1
C 1.2548 5.1029 1.6811 -0.1 -0.2 -0.1
C 0.1066 4.6268 1.0934 0.2 0.1 0.2
C -0.1052 3.2459 1.0828 -0.1 0.1 0.0
N 0.7326 2.3819 1.6013 0.0 -0.2 0.1
C 1.8729 2.8150 2.1470 0.1 0.8 0.0
C 2.7869 1.8448 2.6903 0.8 0.4 0.3
N 2.4711 0.5402 2.6186 -0.3 -0.2 0.0
C 3.2431 -0.3595 3.1923 0.1 0.0 0.3
C 4.4028 -0.0182 3.8864 0.0 0.2 -0.1
C 4.7868 1.3029 3.9320 0.0 -0.4 0.0
C 3.9874 2.2787 3.3087 -0.2 -0.2 -0.1
H 3.6748 5.6471 2.8352 0.0 0.0 0.0
H 1.4610 6.1601 1.7277 0.0 0.2 0.0
H -0.6237 5.2861 0.6539 -0.1 0.1 -0.1
H -0.9967 2.8242 0.6409 -0.2 0.0 -0.1
H 2.9045 -1.3867 3.1232 0.1 -0.1 0.0
H 4.9848 -0.7863 4.3673 0.1 -0.1 0.1
H 5.6983 1.5915 4.4326 -0.1 -0.1 0.0
F -2.2145 7.0780 -2.9012 0.0 -0.1 0.0
C -1.6589 5.8598 -2.8423 0.0 -0.1 0.1
C -2.3329 4.8462 -2.1822 -0.1 0.3 0.0
C -1.7349 3.6000 -2.0925 0.0 -0.1 0.1
C -0.4829 3.3785 -2.6411 0.2 -0.7 0.2
C 0.1538 4.3994 -3.3334 0.0 0.0 0.0
C -0.4247 5.6500 -3.4351 -0.1 0.1 0.0
Sb 0.5294 1.4811 -2.4501 0.1 0.9 -0.7
C 0.6796 1.3769 -4.6106 0.1 -0.1 0.7
C -0.5357 1.3777 -5.2813 0.0 0.0 0.0
C -0.5821 1.2905 -6.6595 0.0 -0.1 -0.3
C 0.6098 1.1686 -7.3552 0.0 0.0 0.1
F 0.5825 1.0312 -8.6876 0.0 0.1 0.1
C 1.8340 1.1917 -6.7123 -0.1 0.0 -0.2
C 1.8597 1.3071 -5.3318 0.1 0.0 0.1
C 2.4236 2.4019 -1.9302 -0.6 -0.5 -0.2
C 3.6105 1.7216 -2.1586 0.0 -0.1 0.0
C 4.8278 2.2375 -1.7480 0.2 0.1 0.0
C 4.8345 3.4494 -1.0823 -0.1 -0.1 0.0
F 6.0002 3.9473 -0.6384 -0.1 0.0 -0.1
C 3.6679 4.1569 -0.8448 0.3 0.0 0.0
C 2.4668 3.6244 -1.2765 -0.1 0.1 0.1
H -3.3029 5.0407 -1.7519 -0.1 0.0 0.0
H -2.2594 2.7888 -1.6011 -0.1 0.0 0.1
H 1.1150 4.2110 -3.7926 0.1 0.1 -0.1
H 0.0634 6.4549 -3.9618 0.0 0.1 -0.1
H -1.4581 1.4697 -4.7241 -0.2 0.0 0.0
H -1.5165 1.3170 -7.1983 -0.1 0.0 -0.1
H 2.7389 1.1239 -7.2965 0.1 0.0 0.0
H 2.8139 1.3683 -4.8269 0.1 -0.1 0.0
H 3.5986 0.7647 -2.6624 0.1 0.0 0.0
H 5.7538 1.7144 -1.9378 0.0 0.0 0.0
H 3.7179 5.1117 -0.3447 0.0 0.1 0.0
H 1.5568 4.1830 -1.1130 0.0 0.0 0.0
```
Positions in Å, forces in eV/Å.

Values from the calculation:
Net charge: +2
E_tot, a.u.: -4437.17768
LUMO energy, eV: -5.42